{"formula": "C21H24ClFeN2O4", "method": "the ωB97M-V functional and the def2-TZVPD basis", "species": ["Fe", "C", "C", "N", "O", "C", "C", "N", "O", "H", "H", "H", "H", "H", "H", "H", "Cl", "C", "C", "C", "C", "C", "C", "C", "H", "H", "H", "H", "H", "H", "C", "C", "C", "C", "C", "C", "C", "C", "C", "C", "O", "O", "H", "H", "H", "H", "H", "H", "H", "H", "H", "H", "H"], "xyz": [[1.292, 0.223, 0.798], [5.470, -0.005, 1.142], [3.991, 0.131, 1.311], [3.169, 0.105, 0.312], [3.766, -0.071, -0.944], [3.359, 0.282, 2.589], [4.053, 0.335, 3.910], [2.039, 0.369, 2.498], [1.314, 0.534, 3.521], [5.783, 0.403, 0.184], [5.759, -1.058, 1.167], [5.994, 0.509, 1.946], [3.046, 0.145, -1.551], [4.976, -0.247, 3.901], [3.384, -0.075, 4.667], [4.297, 1.357, 4.218], [0.100, 1.187, -5.308], [0.381, 1.527, -3.614], [-0.624, 1.302, -2.690], [-0.392, 1.578, -1.352], [0.839, 2.080, -0.893], [1.114, 2.200, 0.543], [1.831, 2.290, -1.868], [1.612, 2.020, -3.210], [-1.578, 0.903, -3.009], [-1.181, 1.380, -0.635], [0.255, 2.547, 1.124], [1.995, 2.800, 0.773], [2.795, 2.675, -1.555], [2.388, 2.196, -3.943], [-6.008, -0.230, -1.078], [-4.646, -0.719, -0.659], [-4.027, -0.227, 0.481], [-2.775, -0.682, 0.890], [-2.129, -0.099, 2.120], [-2.140, -1.670, 0.138], [-2.746, -2.188, -1.009], [-2.046, -3.239, -1.829], [-3.987, -1.699, -1.396], [-0.758, -2.147, 0.546], [-0.594, -3.277, 0.980], [0.144, -1.253, 0.358], [-6.253, 0.713, -0.589], [-6.784, -0.953, -0.815], [-6.057, -0.076, -2.157], [-4.528, 0.536, 1.071], [-2.883, 0.301, 2.799], [-1.450, 0.720, 1.866], [-1.532, -0.833, 2.659], [-1.104, -2.853, -2.226], [-2.667, -3.554, -2.668], [-1.801, -4.104, -1.215], [-4.453, -2.092, -2.295]], "e_above_lowest_kcal_mol": 0.8, "charge": -1, "energy_ha": -2948.9748, "homo_lumo_gap_ev": [7.246, 7.134], "lumo_ev": [2.763, 2.764], "spin_multiplicity": 1}

***

{"formula": "C28H20F5N6O3ReS", "method": "the ωB97M-V functional and the def2-TZVPD basis", "species": ["Re", "O", "C", "N", "C", "C", "C", "C", "C", "C", "N", "C", "O", "C", "C", "C", "C", "C", "N", "C", "C", "C", "C", "C", "N", "H", "H", "H", "H", "H", "H", "H", "H", "H", "H", "H", "H", "C", "N", "C", "C", "N", "C", "S", "H", "H", "H", "H", "H", "H", "H", "H", "F", "C", "C", "F", "C", "F", "C", "O", "C", "F", "C", "F"], "xyz": [[0.679, 0.531, -0.084], [-0.471, 0.064, -4.045], [-0.100, 0.427, -2.949], [0.083, -0.316, -1.828], [-0.137, -1.706, -1.751], [-0.883, -2.497, -2.614], [-1.020, -3.848, -2.324], [-0.417, -4.407, -1.205], [0.344, -3.626, -0.344], [0.471, -2.278, -0.626], [1.208, -1.321, 0.137], [2.465, -1.619, 0.654], [2.790, -2.629, 1.221], [3.415, -0.489, 0.373], [4.763, -0.588, 0.643], [5.589, 0.456, 0.255], [5.028, 1.551, -0.382], [3.661, 1.584, -0.594], [2.863, 0.581, -0.224], [0.207, 1.877, -2.674], [0.050, 2.839, -3.651], [0.295, 4.162, -3.327], [0.687, 4.481, -2.033], [0.841, 3.468, -1.111], [0.611, 2.182, -1.426], [-1.339, -2.061, -3.490], [-1.607, -4.472, -2.984], [-0.540, -5.462, -0.997], [0.819, -4.050, 0.529], [5.133, -1.478, 1.131], [6.654, 0.413, 0.438], [5.637, 2.381, -0.713], [3.191, 2.430, -1.074], [-0.272, 2.520, -4.632], [0.174, 4.939, -4.069], [0.871, 5.503, -1.735], [1.137, 3.665, -0.089], [-1.798, 2.418, 3.134], [-1.125, 1.187, 3.514], [-1.794, 0.115, 4.264], [-0.709, -0.975, 4.361], [0.334, -0.436, 3.488], [0.041, 0.784, 3.054], [1.073, 1.722, 2.018], [-2.816, 2.375, 3.513], [-1.822, 2.508, 2.050], [-1.298, 3.283, 3.567], [-2.668, -0.224, 3.706], [-2.115, 0.478, 5.238], [-1.060, -1.937, 3.997], [-0.332, -1.090, 5.377], [1.185, -0.913, 3.246], [-5.080, -2.621, -1.697], [-4.150, -1.847, -1.147], [-3.470, -2.271, -0.018], [-3.745, -3.455, 0.523], [-2.500, -1.461, 0.541], [-1.834, -1.886, 1.628], [-2.174, -0.226, -0.006], [-1.196, 0.524, 0.539], [-2.882, 0.185, -1.127], [-2.586, 1.369, -1.684], [-3.856, -0.612, -1.701], [-4.502, -0.199, -2.785]], "e_above_lowest_kcal_mol": 0.0, "charge": 1, "energy_ha": -2608.9653, "homo_lumo_gap_ev": [6.557, 6.806], "lumo_ev": [-3.827, -4.047], "s2": 0.76, "spin_multiplicity": 2}

***

{"formula": "H10O5", "method": "the ωB97M-V functional and the def2-TZVPD basis", "species": ["H", "H", "H", "H", "H", "H", "H", "H", "H", "H", "O", "O", "O", "O", "O"], "xyz": [[-0.684, -0.198, -0.827], [-1.797, -1.098, -0.317], [-0.917, -1.534, 3.057], [-0.731, -0.779, 1.751], [0.042, -1.249, -5.584], [-0.226, -0.328, -4.406], [0.857, 2.466, 0.771], [1.108, 1.241, -0.093], [0.760, 0.911, 3.384], [1.227, 0.501, 1.996], [-1.435, -0.722, -1.127], [-1.167, -0.718, 2.609], [-0.020, -1.244, -4.622], [1.484, 1.746, 0.637], [1.500, 1.004, 2.772]], "e_above_lowest_kcal_mol": 48.4, "energy_ha": -382.1470, "homo_lumo_gap_ev": 10.369, "lumo_ev": -0.056, "spin_multiplicity": 1}

***

{"formula": "C52H88O36", "method": "the ωB97M-V functional and the def2-TZVPD basis", "species": ["C", "O", "C", "C", "O", "C", "C", "O", "C", "H", "H", "H", "H", "H", "H", "H", "H", "H", "H", "H", "H", "H", "H", "C", "O", "C", "C", "O", "C", "C", "O", "C", "H", "H", "H", "H", "H", "H", "H", "H", "H", "H", "H", "H", "H", "H", "C", "C", "C", "O", "C", "O", "O", "H", "H", "H", "H", "H", "H", "C", "C", "C", "O", "C", "O", "O", "H", "H", "H", "H", "H", "H", "C", "C", "C", "O", "C", "O", "O", "H", "H", "H", "H", "H", "H", "C", "C", "C", "O", "C", "O", "O", "H", "H", "H", "H", "H", "H", "C", "C", "C", "O", "C", "O", "O", "H", "H", "H", "H", "H", "H", "C", "C", "C", "O", "C", "O", "O", "H", "H", "H", "H", "H", "H", "C", "C", "C", "O", "C", "O", "O", "H", "H", "H", "H", "H", "H", "C", "C", "C", "O", "C", "O", "O", "H", "H", "H", "H", "H", "H", "C", "C", "C", "O", "C", "O", "O", "H", "H", "H", "H", "H", "H", "C", "C", "C", "O", "C", "O", "O", "H", "H", "H", "H", "H", "H"], "xyz": [[-1.699, 5.501, 0.836], [-0.818, 4.459, 1.059], [0.243, 4.901, 1.976], [-0.225, 4.551, 3.427], [-0.645, 3.196, 3.451], [-0.530, 2.717, 4.820], [-1.522, 1.554, 5.074], [-2.901, 2.100, 5.364], [-3.876, 1.169, 5.489], [-2.573, 5.060, 0.356], [-1.214, 6.253, 0.213], [-2.280, 5.865, 1.682], [0.531, 5.952, 1.965], [1.033, 4.229, 1.642], [-1.158, 5.040, 3.707], [0.533, 4.671, 4.201], [-0.853, 3.528, 5.472], [0.431, 2.362, 5.193], [-1.223, 0.995, 5.961], [-1.401, 0.942, 4.181], [-3.836, 0.832, 6.525], [-3.625, 0.258, 4.945], [-4.841, 1.530, 5.133], [0.927, -4.721, -4.080], [-0.257, -4.632, -3.313], [-1.465, -4.938, -4.019], [-2.631, -5.242, -3.120], [-2.790, -6.591, -2.673], [-1.881, -6.999, -1.727], [-1.121, -8.185, -2.308], [-0.373, -8.697, -1.315], [1.115, -8.603, -1.290], [1.081, -5.659, -4.613], [1.792, -4.700, -3.417], [0.968, -3.890, -4.784], [-1.257, -5.775, -4.685], [-1.739, -4.064, -4.610], [-3.623, -5.031, -3.520], [-2.584, -4.648, -2.207], [-2.578, -7.277, -0.935], [-1.236, -6.192, -1.380], [-0.590, -8.017, -3.245], [-1.803, -8.962, -2.654], [1.555, -9.453, -1.812], [1.514, -8.689, -0.279], [1.442, -7.693, -1.794], [7.868, -0.913, -2.704], [7.556, 0.331, -1.924], [6.501, 0.266, -0.960], [7.014, 0.547, 0.300], [8.307, 0.687, 0.178], [9.080, 1.006, 1.122], [8.666, 0.599, -1.089], [6.959, -1.471, -2.931], [8.383, -1.729, -2.198], [8.283, -0.755, -3.700], [7.398, 1.172, -2.599], [6.014, -0.704, -1.057], [5.737, 0.980, -1.269], [-5.273, 4.357, 0.842], [-4.619, 3.759, -0.446], [-5.477, 2.977, -1.434], [-4.982, 3.506, -2.638], [-4.361, 4.640, -2.521], [-4.065, 5.420, -3.468], [-4.291, 4.900, -1.229], [-4.617, 4.877, 1.541], [-5.505, 3.607, 1.598], [-6.203, 4.925, 0.859], [-3.779, 3.155, -0.101], [-6.499, 3.185, -1.118], [-5.288, 1.917, -1.264], [3.915, 4.006, 1.725], [5.201, 4.769, 1.169], [6.546, 4.046, 0.927], [6.707, 3.984, -0.457], [5.649, 4.494, -1.085], [5.454, 4.541, -2.288], [4.799, 5.056, -0.192], [3.049, 4.562, 1.367], [3.867, 4.057, 2.813], [3.875, 2.943, 1.485], [5.161, 5.804, 1.506], [6.498, 3.056, 1.382], [7.411, 4.681, 1.120], [-0.588, 4.828, -2.667], [0.868, 4.565, -3.174], [2.026, 4.960, -2.230], [2.861, 3.837, -2.235], [2.241, 2.752, -2.609], [2.799, 1.635, -2.643], [0.955, 3.086, -3.074], [-0.477, 4.896, -1.585], [-1.212, 4.027, -3.064], [-0.937, 5.812, -2.982], [1.062, 5.023, -4.144], [1.748, 4.831, -1.184], [2.462, 5.873, -2.636], [0.429, 1.307, 0.678], [-0.857, 0.653, 1.151], [-2.052, 1.540, 1.129], [-2.999, 0.656, 0.575], [-2.434, -0.372, -0.139], [-3.013, -1.108, -0.943], [-1.159, -0.331, 0.124], [0.901, 1.877, 1.479], [0.336, 1.800, -0.290], [1.153, 0.541, 0.402], [-0.596, 0.136, 2.074], [-2.109, 2.394, 0.453], [-2.375, 1.725, 2.154], [4.994, 0.399, 2.721], [4.067, -0.287, 3.700], [3.070, 0.844, 4.138], [1.830, 0.265, 3.786], [1.865, -0.933, 3.449], [0.919, -1.609, 2.997], [3.179, -1.315, 3.209], [4.557, 0.907, 1.861], [5.838, -0.225, 2.428], [5.434, 1.166, 3.358], [4.740, -0.818, 4.372], [3.228, 1.836, 3.714], [3.347, 1.127, 5.153], [-6.828, -0.471, -1.519], [-7.222, -0.639, -0.038], [-6.288, -1.451, 0.696], [-6.142, -0.773, 1.934], [-6.710, 0.422, 1.904], [-6.845, 1.315, 2.794], [-7.058, 0.605, 0.641], [-7.154, -1.451, -1.867], [-5.858, -0.278, -1.977], [-7.505, 0.336, -1.798], [-8.224, -1.064, 0.029], [-5.373, -1.788, 0.208], [-6.926, -2.318, 0.863], [-2.707, 0.376, -4.045], [-1.249, 0.708, -4.239], [-0.222, -0.331, -3.849], [0.356, -0.751, -5.049], [-0.045, 0.007, -6.058], [0.170, -0.067, -7.247], [-1.061, 0.802, -5.603], [-2.852, 0.373, -2.964], [-3.049, -0.539, -4.528], [-3.347, 1.170, -4.432], [-0.957, 1.586, -3.661], [-0.555, -1.063, -3.113], [0.559, 0.269, -3.383], [-2.751, -2.301, 3.802], [-3.055, -3.320, 2.763], [-2.064, -4.424, 2.726], [-2.853, -5.567, 2.826], [-4.180, -5.235, 2.875], [-5.077, -6.047, 2.751], [-4.264, -3.855, 3.136], [-3.556, -1.628, 4.098], [-1.826, -1.792, 3.532], [-2.457, -2.872, 4.682], [-3.130, -2.831, 1.792], [-1.343, -4.412, 3.543], [-1.417, -4.357, 1.851], [2.353, -5.233, 0.330], [2.748, -3.983, -0.360], [3.561, -2.918, 0.263], [4.564, -2.545, -0.671], [4.458, -3.248, -1.676], [5.174, -3.246, -2.663], [3.493, -4.280, -1.469], [1.705, -4.996, 1.174], [3.221, -5.643, 0.846], [1.880, -6.000, -0.284], [1.891, -3.546, -0.874], [3.960, -3.256, 1.220], [3.004, -1.996, 0.434]], "energy_ha": -4742.5431, "homo_lumo_gap_ev": 8.659, "lumo_ev": -0.402, "spin_multiplicity": 1}

***

{"formula": "C4H5FN2", "method": "the ωB97M-V functional and the def2-TZVPD basis", "species": ["C", "C", "C", "C", "N", "N", "F", "H", "H", "H", "H", "H"], "xyz": [[0.995, 0.829, 1.593], [0.526, 0.270, 0.349], [-0.708, -0.132, 1.166], [-0.036, -0.440, -1.904], [-0.057, 0.568, 2.294], [0.847, 0.146, -0.981], [-1.902, 0.396, 0.778], [1.893, 1.309, 1.929], [-0.871, -1.198, 1.348], [-0.179, 0.307, -2.696], [-1.003, -0.774, -1.509], [0.496, -1.281, -2.366]], "e_above_lowest_kcal_mol": 11.7, "energy_ha": -364.5931, "homo_lumo_gap_ev": [7.999, 7.132], "lumo_ev": [0.950, -2.890], "s2": 2.02, "spin_multiplicity": 3}

***

{"formula": "C9H13O5PV", "method": "the ωB97M-V functional and the def2-TZVPD basis", "species": ["V", "O", "C", "C", "O", "C", "O", "C", "O", "C", "H", "H", "C", "H", "H", "C", "P", "C", "C", "O", "H", "H", "H", "H", "H", "H", "H", "H", "H"], "xyz": [[-0.230, -0.103, -1.079], [-0.129, 2.722, 0.152], [-0.134, 1.665, -0.343], [-0.221, -1.862, -0.302], [-0.231, -2.952, 0.119], [1.564, -0.084, -1.768], [2.700, -0.075, -1.996], [-1.971, 0.039, -1.928], [-3.058, 0.125, -2.346], [0.015, 0.663, -5.338], [-0.891, 1.280, -5.363], [0.977, 1.191, -5.349], [-0.048, -0.675, -5.402], [0.859, -1.289, -5.467], [-1.009, -1.199, -5.480], [-1.276, -0.432, 3.801], [-0.093, 0.023, 2.519], [0.541, 1.669, 2.831], [1.285, -1.122, 2.627], [-0.885, -0.120, 1.236], [-0.866, -1.164, 4.500], [-2.156, -0.813, 3.275], [-1.546, 0.472, 4.355], [0.741, 1.751, 3.901], [1.510, 1.822, 2.321], [-0.166, 2.446, 2.508], [1.175, -1.978, 1.944], [2.212, -0.583, 2.389], [1.331, -1.418, 3.686]], "charge": 3, "energy_ha": -2010.9649, "homo_lumo_gap_ev": [4.478, 4.617], "lumo_ev": [-15.991, -15.430], "s2": 2.08, "spin_multiplicity": 3}

***

Which formula does entry 1 have?
C21H24ClFeN2O4